C10H19N3 | wB97M-V/def2-TZVPD

HOMO level (eV): -7.4782
Frontier orbital gap (eV): 8.43
SMILES string: C[C@H]1CC=C(N2NCCN2)[C@H](C)C1

XYZ file:
```
32
C10H19N3 | the Open Molecules 2025 dataset | wB97M-V/def2-TZVPD
C 3.636 -0.581 0.317
C 2.217 -0.393 -0.276
C 1.515 -1.651 -0.011
C 0.128 -1.396 -0.288
C -0.494 -0.142 -0.405
N -1.887 -0.059 -0.583
N -2.588 0.935 0.180
C -3.664 0.271 0.810
C -3.907 -1.043 -0.055
N -2.539 -1.353 -0.387
C 0.288 1.112 0.017
C 0.350 2.142 -1.101
C 1.663 0.739 0.533
H 3.669 -0.837 1.417
H 4.317 0.292 0.236
H 4.019 -1.387 -0.225
H 2.129 -0.170 -1.354
H 1.673 -2.081 0.880
H 1.896 -2.337 -0.686
H -0.466 -2.211 -0.478
H -2.927 1.590 -0.627
H -4.589 0.790 1.036
H -3.329 -0.180 1.716
H -4.368 -1.830 0.521
H -4.698 -1.047 -0.843
H -2.065 -1.591 0.462
H -0.276 1.561 0.797
H 0.887 1.675 -1.979
H 1.038 3.007 -0.894
H -0.592 2.448 -1.380
H 2.444 1.621 0.407
H 1.653 0.417 1.533
```

The natural (NBO) scheme yields these atomic charges, measured in e: number 1, C, carries -0.600; number 2, C, carries -0.207; number 3, C, carries -0.447; number 4, C, carries -0.277; number 5, C, carries 0.202; number 6, N, carries -0.173; number 7, N, carries -0.470; number 8, C, carries -0.251; number 9, C, carries -0.262; number 10, N, carries -0.443; number 11, C, carries -0.282; number 12, C, carries -0.588; number 13, C, carries -0.371; number 14, H, carries 0.202; number 15, H, carries 0.203; number 16, H, carries 0.200; number 17, H, carries 0.209; number 18, H, carries 0.209; number 19, H, carries 0.205; number 20, H, carries 0.206; number 21, H, carries 0.357; number 22, H, carries 0.218; number 23, H, carries 0.177; number 24, H, carries 0.207; number 25, H, carries 0.199; number 26, H, carries 0.335; number 27, H, carries 0.228; number 28, H, carries 0.197; number 29, H, carries 0.208; number 30, H, carries 0.204; number 31, H, carries 0.199; number 32, H, carries 0.204

---

C16H16Cl2NO6P | wB97M-V/def2-TZVPD

HOMO level (eV): -8.9865
Frontier orbital gap (eV): 9.14

XYZ file:
```
42
C16H16Cl2NO6P | the Open Molecules 2025 dataset | wB97M-V/def2-TZVPD
O 3.206 1.542 -4.139
O -1.724 -5.651 0.534
Cl -2.455 5.874 3.978
Cl -1.378 0.641 4.616
O 1.983 2.947 -2.766
O 0.761 -2.449 -1.176
O -1.807 -4.211 -1.633
O 0.345 -4.885 -0.506
C 2.325 1.720 -3.221
C -1.762 4.249 1.833
C -1.805 3.219 3.917
C -1.289 2.995 1.254
C 0.676 0.685 0.569
C -1.049 -0.670 1.570
C -1.947 4.346 3.150
C -1.410 1.918 3.437
C 0.433 -1.524 -0.180
C -0.517 0.611 1.380
C -1.023 1.865 2.032
C 1.057 -0.294 -0.259
C -0.618 -1.743 0.725
N 2.002 -0.801 -3.500
C 2.268 -0.113 -1.208
C -1.305 -3.111 0.963
C 1.745 0.398 -2.664
P -1.192 -4.480 -0.189
H 2.471 3.615 -3.291
H 1.440 -2.126 -1.775
H -2.098 -5.112 -1.840
H 0.459 -4.022 -0.918
H -1.870 5.234 1.273
H -1.981 3.448 4.955
H -0.996 2.925 0.177
H 1.055 1.793 0.404
H -1.874 -0.895 2.189
H 3.021 -1.045 -3.455
H 1.871 -0.600 -4.469
H 2.866 0.679 -0.747
H 2.976 -1.032 -1.410
H -1.151 -3.467 1.914
H -2.372 -2.970 1.070
H 0.663 0.497 -2.595
```

The natural (NBO) scheme yields these atomic charges, measured in e: number 1, O, carries -0.620; number 2, O, carries -1.116; number 3, Cl, carries -0.025; number 4, Cl, carries 0.042; number 5, O, carries -0.666; number 6, O, carries -0.737; number 7, O, carries -0.971; number 8, O, carries -0.955; number 9, C, carries 0.756; number 10, C, carries -0.236; number 11, C, carries -0.245; number 12, C, carries -0.188; number 13, C, carries -0.173; number 14, C, carries -0.164; number 15, C, carries 0.010; number 16, C, carries -0.020; number 17, C, carries 0.364; number 18, C, carries -0.054; number 19, C, carries -0.062; number 20, C, carries -0.117; number 21, C, carries -0.061; number 22, N, carries -0.824; number 23, C, carries -0.415; number 24, C, carries -0.836; number 25, C, carries -0.148; number 26, P, carries 2.305; number 27, H, carries 0.513; number 28, H, carries 0.526; number 29, H, carries 0.516; number 30, H, carries 0.477; number 31, H, carries 0.240; number 32, H, carries 0.237; number 33, H, carries 0.233; number 34, H, carries 0.219; number 35, H, carries 0.222; number 36, H, carries 0.366; number 37, H, carries 0.380; number 38, H, carries 0.238; number 39, H, carries 0.225; number 40, H, carries 0.279; number 41, H, carries 0.264; number 42, H, carries 0.220

---

C3H5NO2 | wB97M-V/def2-TZVPD

HOMO level (eV): -10.2023
Frontier orbital gap (eV): 10.89
SMILES string: CC(=O)NC=O

XYZ file:
```
11
C3H5NO2 | the Open Molecules 2025 dataset | wB97M-V/def2-TZVPD
C -1.706 0.067 -0.107
C -0.302 0.521 0.207
O -0.007 1.668 0.459
N 0.672 -0.475 0.112
C 2.016 -0.159 -0.049
O 2.821 -0.942 -0.492
H -1.765 -0.196 -1.170
H -2.388 0.895 0.091
H -2.004 -0.809 0.477
H 0.412 -1.421 -0.136
H 2.246 0.870 0.260
```

The natural (NBO) scheme yields these atomic charges, measured in e: number 1, C, carries -0.720; number 2, C, carries 0.693; number 3, O, carries -0.571; number 4, N, carries -0.670; number 5, C, carries 0.541; number 6, O, carries -0.554; number 7, H, carries 0.239; number 8, H, carries 0.249; number 9, H, carries 0.232; number 10, H, carries 0.410; number 11, H, carries 0.152

---

C5H12NO | wB97M-V/def2-TZVPD

Total charge: +1
HOMO level (eV): -13.8442
Frontier orbital gap (eV): 8.31

XYZ file:
```
19
C5H12NO | the Open Molecules 2025 dataset | wB97M-V/def2-TZVPD
C -0.922 -2.140 -2.185
C -1.076 -0.734 -1.587
C 0.188 -0.373 -0.735
C 0.019 -0.473 0.597
N 1.040 -0.062 1.413
C 0.741 0.766 2.452
H -1.051 -2.948 -1.367
H -1.713 -2.365 -2.960
H -0.066 -2.410 -2.767
H -1.320 -0.105 -2.352
H -1.870 -0.647 -0.886
H 1.145 -0.141 -1.393
H -1.030 -0.339 0.926
H 2.001 0.115 1.086
H -0.249 1.074 2.459
H 1.223 0.744 3.480
H 1.248 3.140 0.561
H 0.855 3.871 1.793
O 0.837 3.027 1.463
```

The natural (NBO) scheme yields these atomic charges, measured in e: number 1, C, carries -0.626; number 2, C, carries -0.432; number 3, C, carries -0.047; number 4, C, carries -0.139; number 5, N, carries -0.455; number 6, C, carries 0.154; number 7, H, carries 0.218; number 8, H, carries 0.239; number 9, H, carries 0.229; number 10, H, carries 0.231; number 11, H, carries 0.204; number 12, H, carries 0.238; number 13, H, carries 0.240; number 14, H, carries 0.452; number 15, H, carries 0.197; number 16, H, carries 0.254; number 17, H, carries 0.492; number 18, H, carries 0.490; number 19, O, carries -0.939

---

C5H11P | wB97M-V/def2-TZVPD

HOMO level (spin up / spin down) (eV): -7.9026 / -8.2542
Frontier orbital gap (spin up / spin down) (eV): 7.12 / 8.40

XYZ file:
```
17
C5H11P | the Open Molecules 2025 dataset | wB97M-V/def2-TZVPD
C 1.215 -1.776 3.196
C 0.688 -0.287 -1.413
C -0.634 1.860 -1.396
C -1.406 -0.120 -0.109
C -0.234 0.632 -0.582
P -0.405 -2.012 2.968
H 1.785 -2.373 3.893
H 1.784 -1.019 2.675
H 1.555 0.272 -1.762
H 1.027 -1.128 -0.814
H 0.149 -0.670 -2.275
H -1.253 2.526 -0.799
H 0.245 2.408 -1.725
H -1.200 1.555 -2.273
H -1.275 -0.947 0.565
H -2.397 0.127 -0.438
H 0.357 0.953 0.290
```

The natural (NBO) scheme yields these atomic charges, measured in e: number 1, C, carries -0.910; number 2, C, carries -0.591; number 3, C, carries -0.597; number 4, C, carries -0.277; number 5, C, carries -0.307; number 6, P, carries 0.469; number 7, H, carries 0.223; number 8, H, carries 0.222; number 9, H, carries 0.203; number 10, H, carries 0.207; number 11, H, carries 0.204; number 12, H, carries 0.209; number 13, H, carries 0.206; number 14, H, carries 0.202; number 15, H, carries 0.167; number 16, H, carries 0.170; number 17, H, carries 0.201

---

C15H25KNO9 | wB97M-V/def2-TZVPD

Total charge: +1
HOMO level (eV): -12.9121
Frontier orbital gap (eV): 10.64

XYZ file:
```
51
C15H25KNO9 | the Open Molecules 2025 dataset | wB97M-V/def2-TZVPD
K 0.608 -1.183 1.858
C -1.993 2.126 -3.269
C -1.448 0.756 -3.624
C 0.029 0.618 -3.989
O 0.611 0.467 -2.711
C -0.261 -0.094 -1.926
O -0.028 -0.564 -0.802
O -1.457 -0.059 -2.437
H -1.747 2.939 -3.931
H -1.692 2.570 -2.351
H -3.066 2.042 -3.340
H -2.075 0.322 -4.390
H 0.445 1.554 -4.460
H 0.535 -0.276 -4.547
C -1.775 4.459 1.793
C -2.283 2.966 1.707
C -1.474 2.064 0.677
O -1.219 0.911 1.533
C -1.413 1.135 2.771
O -1.039 0.379 3.653
O -1.975 2.314 2.913
H -0.746 4.717 1.804
H -2.214 4.782 2.763
H -2.320 4.851 0.924
H -3.331 3.050 1.688
H -0.617 2.551 0.604
H -1.979 1.806 -0.289
C -1.152 -5.762 -0.238
O -2.287 -4.840 -0.259
C -2.144 -3.620 0.201
O -0.984 -3.122 0.782
O -3.235 -2.880 0.157
C -3.201 -1.546 0.691
H -0.213 -5.347 -0.793
H -1.441 -6.714 -0.729
H -0.747 -5.818 0.867
H -3.025 -1.542 1.755
H -4.140 -0.987 0.487
H -2.450 -0.865 0.198
C 5.698 -1.520 0.777
C 5.069 -0.149 0.521
C 4.643 0.701 1.590
C 3.667 0.022 2.467
N 2.925 -0.497 3.157
H 6.068 -1.972 -0.140
H 4.971 -2.100 1.315
H 6.614 -1.326 1.380
H 4.209 -0.392 -0.146
H 5.705 0.445 -0.053
H 3.994 1.503 1.192
H 5.388 1.108 2.219
```

The natural (NBO) scheme yields these atomic charges, measured in e: number 1, K, carries 0.961; number 2, C, carries -0.652; number 3, C, carries 0.056; number 4, C, carries -0.115; number 5, O, carries -0.474; number 6, C, carries 0.982; number 7, O, carries -0.668; number 8, O, carries -0.474; number 9, H, carries 0.242; number 10, H, carries 0.215; number 11, H, carries 0.238; number 12, H, carries 0.223; number 13, H, carries 0.217; number 14, H, carries 0.225; number 15, C, carries -0.629; number 16, C, carries 0.079; number 17, C, carries -0.085; number 18, O, carries -0.512; number 19, C, carries 0.978; number 20, O, carries -0.623; number 21, O, carries -0.480; number 22, H, carries 0.223; number 23, H, carries 0.241; number 24, H, carries 0.216; number 25, H, carries 0.199; number 26, H, carries 0.185; number 27, H, carries 0.218; number 28, C, carries -0.277; number 29, O, carries -0.471; number 30, C, carries 1.020; number 31, O, carries -0.797; number 32, O, carries -0.471; number 33, C, carries -0.266; number 34, H, carries 0.206; number 35, H, carries 0.225; number 36, H, carries 0.220; number 37, H, carries 0.202; number 38, H, carries 0.205; number 39, H, carries 0.207; number 40, C, carries -0.602; number 41, C, carries -0.393; number 42, C, carries -0.494; number 43, C, carries 0.336; number 44, N, carries -0.407; number 45, H, carries 0.230; number 46, H, carries 0.209; number 47, H, carries 0.209; number 48, H, carries 0.197; number 49, H, carries 0.218; number 50, H, carries 0.252; number 51, H, carries 0.258